# 1
Entry from the Open Molecules 2025 dataset: C53H38Cl5N6Pb as an isolated structure (the ωB97M-V functional and the def2-TZVPD basis).

The geometry in XYZ format:
```
103
Properties=species:S:1:pos:R:3:forces:R:3
Pb 0.233 -0.554 0.403 -0.02 -0.37 0.19
C 1.781 5.608 5.248 0.00 -0.04 -0.02
C 0.435 5.380 5.002 0.03 -0.01 -0.02
C 0.047 4.378 4.120 -0.01 0.03 0.01
C 0.997 3.594 3.473 0.01 -0.06 -0.02
C 2.348 3.844 3.711 0.01 -0.02 0.02
C 2.737 4.836 4.598 -0.04 0.02 -0.01
C 0.592 2.496 2.546 0.08 0.15 -0.08
C 1.014 2.657 1.171 0.04 -0.03 0.03
C 1.430 3.867 0.606 -0.04 0.06 -0.03
C 1.683 3.625 -0.744 -0.02 0.01 0.04
C 1.431 2.267 -0.946 0.10 0.00 -0.12
N 1.025 1.679 0.203 -0.14 0.04 0.04
C 1.383 1.567 -2.295 -0.12 0.15 0.13
C -0.079 1.292 -2.607 0.20 -0.01 -0.06
C -1.008 1.902 -3.453 0.00 0.03 0.04
C -2.202 1.191 -3.279 0.00 0.08 0.03
C -1.959 0.212 -2.310 -0.07 -0.06 -0.06
C -2.942 -0.762 -1.844 0.00 0.17 -0.31
C -4.003 -1.105 -2.839 0.06 -0.04 0.09
C -5.358 -0.983 -2.535 -0.01 0.04 -0.01
C -6.334 -1.359 -3.450 0.03 0.00 0.02
C -5.971 -1.856 -4.693 0.03 0.01 0.01
C -4.623 -1.950 -5.023 0.01 0.02 0.04
C -3.654 -1.569 -4.109 -0.01 -0.03 -0.01
C -2.996 -1.338 -0.610 0.02 -0.24 0.28
N -2.161 -1.037 0.461 -0.14 0.34 -0.30
C -2.567 -1.730 1.529 -0.05 0.02 0.10
C -2.056 -1.554 2.834 0.21 -0.15 0.04
C -2.309 -2.571 3.892 -0.08 0.07 -0.09
C -1.216 -3.228 4.468 -0.03 0.00 0.03
C -1.394 -4.218 5.422 -0.06 0.04 0.01
C -2.675 -4.575 5.827 0.06 0.01 -0.02
C -3.768 -3.916 5.284 0.00 0.03 -0.02
C -3.585 -2.921 4.332 -0.05 -0.01 0.06
C -1.262 -0.436 3.188 -0.14 -0.02 -0.01
C -1.148 0.095 4.543 -0.02 -0.10 0.00
C -0.491 1.266 4.461 0.01 0.01 -0.08
C -0.140 1.473 3.061 0.02 -0.25 0.08
N -0.626 0.384 2.340 0.00 0.22 -0.06
C -3.676 -2.612 1.136 0.05 -0.02 0.16
C -3.945 -2.361 -0.155 0.10 0.07 -0.10
N -0.651 0.293 -1.903 -0.26 -0.12 0.07
C 2.206 2.348 -3.312 -0.06 0.03 0.01
C 3.491 2.755 -2.943 0.03 0.04 -0.02
C 4.316 3.413 -3.838 -0.01 -0.02 -0.04
C 3.872 3.681 -5.128 0.00 -0.02 0.02
C 2.613 3.254 -5.514 0.00 -0.02 0.03
C 1.791 2.580 -4.615 0.05 0.02 -0.05
H 2.085 6.380 5.945 0.00 0.01 -0.02
H -0.316 5.985 5.495 -0.01 -0.01 0.00
H -1.003 4.198 3.922 0.01 0.00 0.00
H 3.088 3.237 3.204 0.00 0.01 0.01
H 3.790 5.007 4.785 0.00 -0.01 0.00
H 1.496 4.816 1.115 0.02 -0.02 0.02
H 1.987 4.344 -1.486 -0.01 0.00 0.02
H -0.872 2.772 -4.073 -0.01 0.00 0.01
H -3.146 1.392 -3.764 0.02 -0.04 -0.01
H -5.639 -0.575 -1.572 -0.01 -0.04 0.01
H -7.381 -1.262 -3.191 0.01 0.01 0.00
H -6.730 -2.164 -5.402 0.01 0.02 -0.01
H -4.328 -2.325 -5.996 0.00 0.00 0.01
H -2.604 -1.638 -4.369 -0.01 0.00 0.00
H -0.216 -2.953 4.150 -0.02 -0.02 -0.02
H -0.530 -4.720 5.841 0.00 0.01 0.01
H -2.818 -5.358 6.561 0.00 0.01 0.01
H -4.770 -4.170 5.609 0.00 0.00 0.00
H -4.444 -2.392 3.935 0.02 -0.01 -0.02
H -1.563 -0.371 5.424 0.01 0.01 -0.02
H -0.254 1.937 5.270 0.02 0.02 -0.01
H -4.198 -3.296 1.787 0.07 -0.03 -0.03
H -4.709 -2.828 -0.756 0.00 0.02 -0.03
H 3.841 2.561 -1.936 -0.01 0.02 -0.02
H 5.309 3.716 -3.530 -0.02 0.02 0.01
H 4.508 4.211 -5.826 0.01 -0.02 0.00
H 2.263 3.433 -6.523 0.00 0.01 0.01
H 0.829 2.220 -4.944 0.01 0.00 0.00
N 0.576 -2.300 -2.745 -0.08 -0.07 -0.08
C 1.168 -2.296 -4.080 -0.06 -0.02 0.05
C 1.662 -0.897 -4.424 -0.02 0.01 0.00
C 2.696 -0.400 -3.422 0.02 -0.10 0.01
N 2.062 0.159 -2.186 -0.04 0.13 0.00
H 0.506 -3.232 -2.359 0.05 0.01 0.02
H -0.345 -1.873 -2.730 0.00 0.04 -0.04
H 0.493 -2.644 -4.872 -0.04 -0.04 0.02
H 2.024 -2.977 -4.065 -0.01 -0.01 -0.01
H 0.818 -0.202 -4.470 0.03 -0.02 -0.05
H 2.130 -0.915 -5.412 -0.02 0.04 -0.01
H 3.334 0.364 -3.852 0.05 -0.02 0.03
H 3.316 -1.233 -3.090 0.04 0.01 0.07
H 1.320 -0.525 -1.945 -0.01 -0.11 0.00
H 2.730 0.161 -1.411 0.00 0.04 0.00
Cl 2.444 -0.321 3.734 0.02 -0.04 0.02
C 3.073 -1.706 2.846 -0.04 -0.04 0.09
C 2.827 -1.769 1.487 0.32 0.09 0.07
C 3.404 -2.852 0.873 0.01 -0.05 -0.04
Cl 3.194 -3.009 -0.896 0.03 0.00 0.02
C 4.148 -3.845 1.507 -0.04 -0.03 -0.03
Cl 4.847 -5.176 0.640 -0.01 0.02 0.00
C 4.322 -3.758 2.886 -0.06 0.07 -0.05
Cl 5.194 -4.983 3.739 0.00 0.03 -0.01
C 3.777 -2.669 3.568 -0.02 0.00 0.04
Cl 3.984 -2.556 5.289 0.00 0.01 -0.07
```
Forces are in eV/Å.

Values from the calculation:
net charge: -1
HOMO-LUMO gap: 5.5189 eV
spin multiplicity: 1
calculated total energy: -4864.8831 hartree

---

# 2
Entry from the Open Molecules 2025 dataset: C53H39Br2F4GeI2InN3OPS as an isolated structure at a distorted geometry (the ωB97M-V functional and the def2-TZVPD basis).

The geometry in XYZ format:
```
108
Properties=species:S:1:pos:R:3:forces:R:3
In 0.824 -1.349 1.123 0.29 -0.38 0.19
I -0.273 3.030 3.863 0.12 -0.28 -0.14
C 1.075 1.474 4.234 -0.20 -0.17 -0.48
C 1.816 1.558 5.412 -0.30 -0.10 0.89
C 2.732 0.582 5.730 -0.05 1.08 0.79
I 3.665 0.712 7.626 -0.08 -0.12 -0.58
C 2.921 -0.480 4.850 0.61 -1.67 0.29
C 3.825 -1.561 5.050 0.25 1.30 0.38
C 3.856 -2.608 4.197 0.20 -1.74 -0.32
C 2.974 -2.688 3.100 0.43 1.32 1.65
N 2.140 -1.704 2.909 -0.11 -0.28 -1.26
C 2.106 -0.635 3.733 -0.93 1.01 -0.50
C 1.190 0.389 3.372 -0.95 1.20 -0.58
O 0.459 0.339 2.244 0.57 -0.24 0.40
H 1.521 2.330 6.140 0.56 -0.31 -0.46
H 4.535 -1.418 5.856 -0.03 -0.53 0.11
H 4.475 -3.488 4.374 0.17 0.46 0.02
H 2.978 -3.501 2.435 -0.07 -0.95 -0.78
Br -0.905 -2.758 3.201 0.03 -0.31 0.03
C -1.559 -3.950 1.861 -0.78 0.28 -1.21
C -2.402 -4.951 2.274 0.48 0.76 -0.59
C -3.177 -5.636 1.307 0.38 0.55 -0.01
C -3.121 -5.298 -0.010 0.50 0.76 -0.06
C -2.238 -4.281 -0.487 0.06 -0.09 0.06
C -2.174 -3.940 -1.891 -1.05 -0.94 1.24
C -1.380 -2.936 -2.280 1.20 1.10 -0.86
C -0.535 -2.267 -1.336 -1.41 -1.31 -0.10
C -0.519 -2.591 -0.013 -0.03 0.62 0.17
C -1.424 -3.575 0.458 -0.01 -0.87 0.88
H -2.490 -5.083 3.335 -0.28 -0.46 0.22
H -3.885 -6.363 1.606 -0.46 -0.68 0.43
H -3.799 -5.741 -0.711 -0.14 -0.36 -0.28
H -2.819 -4.467 -2.610 0.38 0.16 0.46
H -1.335 -2.675 -3.349 0.04 0.04 0.63
H 0.057 -1.470 -1.631 1.17 1.29 -1.07
F 7.958 -3.847 -0.662 -0.19 0.10 0.05
C 6.887 -3.071 -0.625 -0.38 -1.85 0.44
C 7.013 -1.729 -0.724 -0.31 -0.58 -0.20
F 8.175 -1.211 -0.849 2.16 1.01 -0.21
C 5.915 -0.936 -0.726 -1.67 2.50 0.35
F 6.173 0.397 -0.806 -0.44 -0.87 0.00
C 4.611 -1.397 -0.589 -0.65 -1.62 0.26
P 3.089 -0.372 -0.265 -0.18 -0.68 -0.67
C 2.564 0.336 -1.861 -0.07 -0.44 -0.41
C 1.448 1.153 -1.876 -0.29 1.73 0.07
C 1.051 1.865 -3.041 -0.34 -1.08 1.78
C 1.673 1.523 -4.187 0.60 -0.29 -1.94
C 2.712 0.591 -4.241 -0.39 0.29 0.66
C 3.175 0.010 -3.095 -0.22 0.27 1.29
C 3.725 0.911 0.791 -0.52 0.41 -1.22
C 4.376 0.516 1.930 -0.18 0.02 0.09
C 4.926 1.494 2.698 0.87 0.36 0.93
C 4.952 2.825 2.325 0.76 -0.41 0.89
C 4.280 3.182 1.196 -0.05 2.82 -0.16
C 3.620 2.257 0.452 -0.39 -0.60 -0.49
C 4.492 -2.832 -0.504 0.02 1.34 -0.25
Br 2.793 -3.669 -0.667 0.35 0.08 0.27
C 5.617 -3.629 -0.464 -0.45 -0.46 -0.29
F 5.470 -4.954 -0.360 0.36 0.39 -0.08
H 0.951 1.474 -0.960 0.05 -0.40 0.13
H 0.226 2.573 -3.023 0.20 -0.09 0.15
H 1.362 1.941 -5.129 -0.09 0.30 -0.15
H 3.171 0.344 -5.159 0.32 -0.15 -0.93
H 4.004 -0.665 -3.096 0.41 -0.32 -0.16
H 4.466 -0.512 2.231 0.01 -0.33 -0.04
H 5.408 1.204 3.602 0.43 -0.14 0.64
H 5.557 3.511 2.920 -0.46 0.01 -0.21
H 4.246 4.264 0.915 0.02 -1.10 0.12
H 3.041 2.607 -0.388 0.04 -0.26 -0.29
C -4.258 -1.389 -0.053 0.44 -0.09 0.10
N -5.258 -0.343 0.223 -0.72 0.11 -0.06
C -6.745 -0.446 -0.052 0.04 -0.46 1.08
C -7.272 0.960 0.462 0.27 -2.36 0.85
N -6.029 1.678 0.607 -0.56 1.98 0.67
C -4.978 0.910 0.525 1.63 -0.47 -0.61
S -3.329 1.537 0.656 -0.20 -1.10 1.03
H -4.740 -2.183 -0.627 -0.17 -0.09 0.48
H -3.795 -1.782 0.912 -0.61 0.49 -1.40
H -3.497 -1.009 -0.768 -0.20 -0.02 0.79
H -7.206 -1.300 0.540 0.67 1.08 -0.84
H -6.895 -0.610 -1.122 0.02 0.05 0.09
H -7.735 0.760 1.456 0.10 0.58 -0.69
H -7.948 1.426 -0.222 -0.41 0.31 -0.31
H -5.969 2.625 1.011 -0.01 -0.90 -0.46
Ge -3.428 2.955 -1.056 -0.49 0.35 0.06
C -1.737 3.810 -0.963 0.50 -0.77 0.40
C -0.729 3.482 -0.050 -0.85 -0.47 0.75
C 0.483 4.122 -0.049 0.15 0.74 0.32
C 0.752 5.100 -1.003 -1.02 -1.20 -0.14
C -0.197 5.331 -1.991 0.29 -0.21 1.17
C -1.450 4.742 -1.915 0.46 1.01 -1.62
C -4.060 2.026 -2.589 -0.05 -1.03 -2.10
C -3.265 1.125 -3.342 -1.55 -0.38 -0.57
C -3.819 0.390 -4.448 1.33 1.01 2.44
C -5.158 0.593 -4.739 0.48 -0.85 -1.98
C -5.943 1.533 -4.114 0.11 0.64 1.09
C -5.381 2.246 -3.045 0.24 -0.31 0.42
H -4.588 3.807 -0.635 -0.45 0.64 0.10
H -0.925 2.805 0.785 0.03 -0.09 -0.32
H 1.159 3.951 0.781 0.11 -0.12 -0.15
H 1.673 5.602 -0.961 1.02 0.69 -0.22
H 0.024 5.990 -2.778 0.14 0.91 -0.84
H -2.140 5.069 -2.694 -0.21 -0.36 0.24
H -2.255 0.954 -3.030 0.58 -0.14 -0.03
H -3.144 -0.336 -4.931 -0.77 0.44 -0.07
H -5.521 0.054 -5.620 -0.28 0.11 0.44
H -6.978 1.703 -4.418 0.42 -0.03 0.08
H -5.959 2.962 -2.481 -0.36 0.18 -0.13
```
Forces are in eV/Å.

Values from the calculation:
net charge: +2
HOMO-LUMO gap: 7.3164 eV
spin multiplicity: 1
calculated total energy: -11431.5666 hartree
ΔE to the lowest compared entry with this formula, charge and spin: 1.4507 eV

---

Which of these has the lowest calculated total energy?
C53H39Br2F4GeI2InN3OPS

---

The lowest net charge belongs to which entry?
C53H38Cl5N6Pb